Entry from the OMol25 dataset: a structure of composition C14H25BrFNO3PSi2 at a distorted geometry (ωB97M-V/def2-TZVPD).

The net charge is -1. The HOMO energy is -2.96 eV. The calculation puts the gap between HOMO and LUMO at 4.70 eV. The calculated total energy comes out at -120363.7141 eV.

Geometry as XYZ:
```
48
Properties=species:S:1:pos:R:3:forces:R:3:mulliken_charge:R:1
C 1.676035 -0.252095 3.118990 0.0714 -0.0615 -0.1750 -0.72
C 1.913341 -0.109738 1.797713 -0.7454 0.5989 -0.0216 -0.07
Si 1.512799 -1.469542 0.582593 -1.2565 0.1068 0.2511 0.45
C 1.999894 -3.080799 1.401349 0.6263 0.0465 -0.4115 -0.97
C 2.198444 -4.314991 0.520854 -0.1252 -0.7017 0.9679 0.08
C 2.151146 -5.601900 1.370241 0.2013 0.2284 -0.4702 -1.32
Br 0.842474 -4.479901 -0.882345 0.0720 0.1390 -0.1438 -0.18
O -0.077425 -1.559913 0.155677 0.5024 0.5386 -0.1711 -0.32
Si -0.954739 -0.205844 -0.253602 -0.8917 0.3896 0.0773 -0.18
F -2.207632 -0.781002 -1.072878 0.1778 -0.2042 -0.1359 -0.28
C -1.582750 0.751358 1.182268 -0.5034 -0.5279 0.3935 0.05
C -2.945567 0.132752 1.591507 0.1532 -0.4030 -0.3142 -1.56
C -0.031319 0.843526 -1.499276 0.2460 -0.0511 -0.1380 0.40
C 0.644497 2.003070 -1.126901 -0.0447 -0.2416 0.1291 0.09
C 1.292246 2.760938 -2.088845 0.2618 0.3473 0.0368 -0.54
N 1.352994 2.453015 -3.382552 -0.2037 -0.2126 0.2653 -0.62
C 0.698180 1.344472 -3.733270 0.0474 -0.0146 -0.4304 -0.30
C -0.003199 0.535433 -2.860793 -0.0818 -0.0845 0.2290 -0.34
P 2.984174 -1.168206 -1.135004 0.6069 -0.6586 -0.1477 0.46
O 3.869547 -2.364336 -1.323937 -0.0246 -0.0292 0.1272 -0.66
H 0.686408 -0.522048 3.486289 0.3854 -1.3948 0.0008 0.29
H 2.457863 -0.121085 3.864894 -0.3961 1.4001 0.1612 0.26
H 2.426993 0.797558 1.471646 1.4763 -0.8038 0.1118 0.27
H 2.976379 -2.891978 1.865176 -0.0397 0.0224 0.0727 0.29
H 1.316085 -3.284879 2.230258 -0.1932 0.0724 -0.1329 0.46
H 3.168669 -4.287686 0.037732 -0.2378 0.3439 -0.4711 0.40
H 1.820107 -6.436433 0.756391 0.0030 -0.1011 0.1265 0.41
H 3.166525 -5.824537 1.705676 -0.0761 0.0185 0.2505 0.33
H 1.488360 -5.481482 2.225225 -0.0421 -0.1267 -0.0053 0.33
H -0.935642 0.663653 2.058972 0.3032 0.2920 -0.1847 0.33
H -1.803729 1.790267 0.894001 0.0688 0.0452 0.0163 0.42
H -2.859967 -0.957288 1.697085 -0.0431 0.0284 0.2487 0.39
H -3.681256 0.315778 0.813216 -0.0297 0.2693 0.0805 0.31
H -3.303943 0.561817 2.525272 -0.0221 0.0371 -0.0226 0.40
H 0.661892 2.325078 -0.092103 -0.0838 0.0730 -0.0134 0.46
H 1.788929 3.678935 -1.788104 0.0405 -0.0226 -0.0695 0.37
H 0.735001 1.077746 -4.785689 0.0152 0.0815 -0.0011 0.35
H -0.527954 -0.332355 -3.241423 0.0095 -0.0112 -0.0093 0.37
H 3.749921 -0.031860 -0.777929 -0.3069 0.2663 -0.1451 0.03
H 2.323996 -0.794890 -2.320812 -0.0885 0.3003 0.1242 0.02
C -3.830765 5.039088 -0.476595 -0.1105 0.1271 -0.2428 -1.12
C -3.912627 3.521298 -0.762555 0.0279 0.4295 0.0327 -0.40
O -3.463478 2.768508 0.257124 0.1106 -0.1771 -0.1519 -0.69
H -2.794460 5.336958 -0.291487 0.0048 -0.0583 0.0832 0.26
H -4.205447 5.629009 -1.327458 0.0055 -0.0119 0.0082 0.37
H -4.431651 5.294747 0.400715 0.0629 -0.0578 0.0635 0.24
H -3.364852 3.386644 -1.736728 0.0628 -0.1199 0.0605 0.15
H -4.984498 3.343141 -1.050578 0.0035 -0.1262 0.0905 0.22
```
Positions in Å, forces in eV/Å.